Entry 1:
Here is a 2-piece molecular cluster, C4H12O2 overall from OMol25. Energies are from ωB97M-V with the def2-TZVPD basis set.

Structure (ORCA input):
```
! wB97M-V def2-TZVPD RIJCOSX def2/J DEFGRID3
* xyz 0 1
C -0.4492 1.9809 0.3209
C 0.3243 0.8172 -0.2929
C 0.8762 -0.1852 0.7094
C 1.6728 -1.3355 0.0944
O 2.0580 -2.2934 1.0835
H 0.2359 2.5447 0.9712
H -0.7244 2.7385 -0.4157
H -1.3489 1.7667 0.9006
H 1.2067 1.3395 -0.6842
H -0.2980 0.4365 -1.1062
H 0.0595 -0.7225 1.2056
H 1.5568 0.3926 1.3365
H 1.0556 -1.8348 -0.6570
H 2.6593 -1.0279 -0.2502
H 1.3832 -2.4967 1.7504
O -3.1889 -0.5901 -1.8844
H -4.0835 -0.7416 -2.1214
H -2.9954 -0.7889 -0.9603
*
```

## Properties
ΔE to the lowest compared entry with this formula, charge and spin ... 13.61 kcal/mol
LUMO ... 0.0250 Eh
HOMO level ... -10.19 eV
Structure (SMILES) ... CCCCO.O
Frontier orbital gap ... 0.3996 Eh

Results of the Mulliken charge analysis, in e, for atoms 1 through 6: -1.32, -0.32, -0.49, -0.40, -0.52, 0.34

***

Entry 2:
Here is C9H21O10Zn as an isolated structure from OMol25. Energies are from ωB97M-V with the def2-TZVPD basis set.

Structure (ORCA input):
```
! wB97M-V def2-TZVPD RIJCOSX def2/J DEFGRID3
* xyz -1 1
Zn 1.0861 1.1981 -1.7396
O 2.9478 3.3941 -3.6931
H 3.7614 3.3331 -4.2306
O -0.0960 4.1443 -0.3119
H -0.7412 4.0773 0.4186
O 1.8084 -1.8857 -2.5235
H 1.4125 -2.7121 -2.8623
C -4.8205 1.6375 -2.7985
O -4.6648 0.7651 -3.8426
C -3.5103 0.2280 -4.0416
O -2.4692 0.6387 -3.5945
O -3.6178 -0.8916 -4.7737
C -2.5167 -1.7116 -5.0257
H -5.8240 1.6648 -2.3740
H -4.6695 2.6284 -3.2267
H -4.1753 1.3431 -1.9708
H -1.7462 -1.1869 -5.5906
H -3.0012 -2.5590 -5.5108
H -2.1810 -2.2876 -4.1634
C 3.1733 2.3591 4.0895
O 4.1281 1.3560 3.8386
C 4.2163 0.6840 2.6110
O 3.7116 1.0655 1.5695
O 5.0709 -0.3514 2.7415
C 5.6588 -1.0596 1.6556
H 2.2098 1.8691 3.9485
H 3.3081 3.1244 3.3252
H 3.0466 2.9849 4.9729
H 6.4395 -1.7909 1.8651
H 6.0254 -0.3291 0.9345
H 4.8132 -1.5358 1.1594
C -1.9958 -1.3923 4.0313
C -1.8116 -1.5254 2.5307
O -1.5931 -0.5535 1.7186
C -1.7983 -2.9490 2.0113
H -1.1668 -1.7770 4.6254
H -2.9249 -1.7079 4.5060
H -1.9954 -0.3105 4.1645
H -2.4080 -2.9974 1.1091
H -2.2789 -3.6490 2.6948
H -0.8114 -3.3324 1.7525
*
```

## Properties
ΔE to the lowest compared entry with this formula, charge and spin ... 190.82 kcal/mol
LUMO ... -0.0139 Eh
HOMO level ... -4.43 eV
Frontier orbital gap ... 0.1488 Eh

Results of the Mulliken charge analysis, in e, for atoms 1 through 6: 0.84, -0.76, 0.19, -0.78, 0.20, -0.83

***

Entry 3:
Here is a 7-piece molecular cluster, H14O7 overall from OMol25. Energies are from ωB97M-V with the def2-TZVPD basis set.

Structure (ORCA input):
```
! wB97M-V def2-TZVPD RIJCOSX def2/J DEFGRID3
* xyz 0 1
O 2.8418 -0.6471 0.3963
H 2.7661 -1.0256 1.2780
H 1.9259 -0.5960 0.0646
O -2.4805 -1.3908 -0.5419
H -3.1595 -1.4624 -1.2230
H -2.2944 -2.3041 -0.2717
O -1.7218 -2.7053 2.3651
H -2.5873 -2.5655 2.7612
H -1.5396 -1.8735 1.8976
O 0.7558 1.8247 -2.5789
H -0.0149 1.6470 -3.1320
H 1.4003 2.2192 -3.1785
O -1.1290 0.0727 2.3263
H -0.3226 0.0650 1.7873
H -1.6402 0.8107 1.9758
O 2.6695 2.8502 -0.2959
H 2.8680 3.4467 -1.0249
H 2.0763 2.1865 -0.6724
O 0.0937 -0.1504 -0.3266
H 0.2206 0.2787 -1.1854
H -0.7281 -0.6807 -0.4208
*
```

## Properties
ΔE to the lowest compared entry with this formula, charge and spin ... 34.26 kcal/mol
LUMO ... -0.0019 Eh
HOMO level ... -10.59 eV
Structure (SMILES) ... O.O.O.O.O.O.O
Frontier orbital gap ... 0.3874 Eh

Results of the Mulliken charge analysis, in e, for atoms 1 through 6: -0.64, 0.30, 0.41, -0.66, 0.27, 0.35

***

Entry 4:
Here is C15H11Cl5CoF5I as an isolated structure from OMol25. Energies are from ωB97M-V with the def2-TZVPD basis set.

Structure (ORCA input):
```
! wB97M-V def2-TZVPD RIJCOSX def2/J DEFGRID3
* xyz -1 5
Co -0.7107 1.5478 -0.0300
C 3.0570 -1.8648 -1.4573
C 3.0380 -1.0142 -0.1806
C 4.2494 -0.0735 -0.1636
C 3.0715 -1.9301 1.0500
C 1.8048 -0.2121 -0.1450
C 0.7920 0.4427 -0.0849
H 3.9271 -2.5278 -1.4569
H 3.1043 -1.2274 -2.3409
H 2.1522 -2.4699 -1.5234
H 5.1794 -0.6484 -0.1272
H 4.2095 0.5796 0.7090
H 4.2571 0.5525 -1.0564
H 3.9636 -2.5626 1.0298
H 2.1853 -2.5653 1.0723
H 3.0812 -1.3388 1.9669
I -0.2456 0.4075 3.1755
C 0.1381 1.9870 1.8087
H 1.2139 2.0933 1.7650
H -0.3134 2.8508 2.2856
Cl -0.8897 -0.5640 -2.7809
C -1.8975 -0.9171 -1.4221
C -1.6678 -0.2892 -0.1981
C -2.4417 -0.6773 0.7923
Cl -2.6740 2.8223 0.5329
C -3.5071 -1.5206 0.7730
Cl -4.4565 -1.8380 2.1852
C -3.7952 -2.0984 -0.4619
Cl -5.1456 -3.1550 -0.6368
C -2.9746 -1.7942 -1.5605
Cl -3.3310 -2.4925 -3.0969
F -0.1107 2.5822 -1.5215
C -1.4874 3.8148 0.5026
F -0.6901 4.8385 0.5261
C -2.8190 2.0328 -0.8421
F -3.2462 1.7691 -2.0501
F -2.7517 1.7417 2.0328
F -4.2688 3.7187 0.9293
*
```

## Properties
⟨S²⟩ ... 6.373
ΔE to the lowest compared entry with this formula, charge and spin ... 419.84 kcal/mol
LUMO (spin up / spin down) ... 0.0367 / 0.0346 Eh
HOMO level (spin up / spin down) ... -5.53 / -5.71 eV
Frontier orbital gap (spin up / spin down) ... 0.2398 / 0.2446 Eh

Results of the Mulliken charge analysis, in e, for atoms 1 through 6: 0.26, -1.62, 1.89, -1.67, -1.57, 0.19

***

Entry 5:
Here is C23H17BrClN5O9SSc as an isolated structure from OMol25. Energies are from ωB97M-V with the def2-TZVPD basis set.

Structure (ORCA input):
```
! wB97M-V def2-TZVPD RIJCOSX def2/J DEFGRID3
* xyz -1 1
Sc -0.0673 0.2366 -0.1509
O -3.8726 -1.7032 0.9778
C -2.7778 -0.9814 0.8578
O -1.8525 -1.2974 0.1337
C -2.6602 0.2114 1.7496
C -3.6673 0.7668 2.5140
C -3.3857 1.9481 3.1876
C -2.1380 2.5347 3.0552
C -1.1979 1.9117 2.2492
N -1.4590 0.7650 1.6418
C 0.1551 2.5115 1.8640
O 0.5385 3.5226 2.4350
O 0.7449 1.8810 0.9182
H -3.8620 -2.3934 0.2962
H -4.6408 0.2998 2.5438
H -4.1528 2.4258 3.7827
H -1.8762 3.4631 3.5420
C 1.5155 5.4440 -0.3511
C 1.9549 4.2251 -1.1026
C 3.2811 3.9793 -1.4151
C 3.6389 2.7943 -2.0350
C 2.6394 1.8653 -2.2662
Br 3.1189 0.2369 -3.1119
N 1.3565 2.0621 -1.9898
C 1.0331 3.2444 -1.4586
H 2.2536 6.2440 -0.4081
H 1.3791 5.1663 0.6964
H 0.5547 5.8078 -0.7180
H 4.0405 4.7169 -1.1833
H 4.6557 2.5845 -2.3328
H -0.0279 3.4173 -1.3233
C -3.0745 2.4078 -2.6785
S -2.8035 1.7829 -1.0208
O -2.9748 2.8912 -0.1100
O -3.7394 0.6925 -0.8297
O -1.3828 1.3194 -1.0716
H -4.1458 2.4790 -2.8405
H -2.6127 1.7102 -3.3727
H -2.5981 3.3838 -2.7256
Cl 7.6129 -0.6629 1.4666
C 5.8975 -0.9392 1.5539
C 5.4123 -1.9574 2.3569
C 4.0462 -2.1791 2.4096
C 3.1706 -1.3921 1.6723
C 3.6820 -0.3675 0.8854
C 5.0450 -0.1339 0.8193
C 1.6765 -1.6653 1.7589
O 1.2841 -2.5130 2.5404
O 0.9104 -0.9677 0.9843
H 6.0975 -2.5672 2.9300
H 3.6360 -2.9707 3.0225
H 2.9958 0.2592 0.3392
H 5.4438 0.6641 0.2098
N 0.3194 -0.8591 -1.8861
C -0.4405 -1.6539 -2.3136
N -1.1665 -2.4838 -2.9162
C -2.2423 -3.1368 -2.5848
N -3.2047 -3.7467 -2.3611
*
```

## Properties
ΔE to the lowest compared entry with this formula, charge and spin ... 20.65 kcal/mol
LUMO ... 0.0769 Eh
HOMO level ... -6.22 eV
Frontier orbital gap ... 0.3055 Eh

Results of the Mulliken charge analysis, in e, for atoms 1 through 6: 0.14, -0.54, 0.39, -0.26, 0.52, -0.83

***

| no. | E (eV) |
| --- | --- |
| 1 | -8436.92406 |
| 2 | -78556.15780 |
| 3 | -14559.97578 |
| 4 | -137640.27634 |
| 5 | -164115.76134 |